1.
Molecular formula: C57H66CoFN4O3P3Sb2
Method: DFT, ωB97M-V/def2-TZVPD

XYZ file:
```
137
Properties=species:S:1:pos:R:3
H -2.34 -2.72 -3.37
H 3.44 -1.72 -2.61
C -2.61 1.56 -3.41
H 2.81 1.48 1.82
F 1.33 -7.62 1.13
C 1.52 -0.65 -1.31
P -0.85 -1.06 3.32
C -2.58 -2.97 0.54
H 0.75 5.47 1.62
H -3.63 4.03 -0.78
C -2.93 -3.82 -1.68
C 1.32 4.98 0.84
H -3.08 -2.87 1.51
H -4.17 2.98 1.37
C -3.24 2.69 0.86
C 2.88 -7.00 -0.51
C -0.48 5.32 -2.56
C 0.27 3.43 3.58
C -3.68 0.23 -5.64
H -0.64 -2.30 -1.76
Sb -1.62 2.58 -1.78
H 2.60 3.23 6.04
H 5.58 -3.96 -2.18
C -4.50 0.97 -4.80
H -3.72 -0.76 -3.00
C 2.25 5.72 0.12
C 0.41 -0.48 4.49
C 1.76 3.61 5.48
C 3.01 -2.48 -1.98
H -4.09 -0.27 -6.51
O 0.42 -2.81 0.49
H 4.37 -7.41 -2.67
C 3.01 5.11 -0.87
H -2.02 -3.19 3.46
C -2.70 4.97 -3.43
C -0.38 4.59 4.01
H 2.39 6.77 0.34
H 5.81 -3.29 -4.55
C 2.77 -0.20 4.93
N 3.52 -3.70 -2.04
H -4.63 -2.29 -3.11
N -3.52 -3.57 -0.41
H -3.57 0.35 -0.92
H 1.88 2.07 4.00
P -2.00 -1.29 -0.01
H -1.67 -0.39 -6.05
H -0.26 -3.40 3.48
C -2.32 0.16 -5.38
C 1.35 -5.39 0.43
H 3.29 0.30 6.94
N -4.49 -1.50 -1.20
H -3.61 -4.38 -2.32
C 4.54 -6.41 -2.29
H 3.22 -8.02 -0.55
H -4.21 -0.37 0.55
C -2.39 -0.23 3.81
H -1.10 -2.84 4.94
O 0.64 -0.19 -0.48
C 1.10 4.75 5.91
H -0.89 -0.17 6.18
C 1.13 3.63 0.56
C -1.56 -1.72 -1.75
H 3.74 5.68 -1.42
C 0.13 -0.18 5.82
H -5.56 1.05 -5.02
H -1.92 4.40 0.95
C 2.82 3.77 -1.16
H 5.50 -6.43 -1.76
H 2.32 -3.16 2.47
C 2.48 0.09 6.25
C 2.96 -4.72 -1.25
H 0.94 0.38 7.72
C 1.85 -6.66 0.36
H 3.80 -0.20 4.59
C -0.48 6.60 -3.09
C 1.96 -2.09 -1.17
C 3.45 -6.04 -1.33
C 4.73 -3.99 -2.87
C -3.68 -0.59 -0.38
H 5.18 -1.97 -3.59
Co -0.03 -0.79 1.24
H 3.76 -2.25 2.99
C 3.20 0.47 1.71
C -4.74 -2.78 -0.55
H 1.72 1.99 -0.71
H 0.54 -5.15 1.11
H -4.26 2.41 -1.01
H -1.99 -4.35 -1.58
C 1.73 -0.47 4.04
H -3.55 6.61 -4.51
Sb -0.19 2.44 1.72
C 2.96 -2.31 2.25
H 5.47 -5.60 -4.06
C -3.97 1.62 -3.69
H -1.58 8.07 -4.20
H 0.40 4.96 -2.02
C 1.88 3.03 -0.45
H -1.40 -0.80 -2.31
P 1.99 -0.77 2.27
H 0.39 7.24 -2.95
C -3.95 -1.70 -2.50
C 4.95 -2.97 -3.97
H -5.16 -2.61 0.44
H 1.42 5.26 6.80
C -2.09 3.47 1.49
N -2.64 -2.51 -2.42
C -3.41 2.97 -0.62
C 1.16 0.12 6.69
H -3.57 4.34 -3.58
C -1.08 -2.79 3.85
H -0.72 0.78 -4.09
H 4.09 -2.91 -4.63
H -4.64 2.19 -3.06
H -2.34 3.72 2.52
H 3.41 0.30 0.66
H -2.76 -0.65 4.75
C -1.58 7.07 -3.79
C -1.59 4.49 -2.72
C -1.79 0.83 -4.28
C -2.69 6.25 -3.96
C 1.36 -3.05 -0.31
H -2.21 0.84 3.93
H 3.40 3.29 -1.94
H 3.72 -5.46 -4.05
H 4.13 0.37 2.28
H 3.40 -2.46 1.26
C 4.61 -5.40 -3.42
C 1.91 -4.40 -0.39
H -0.49 6.14 5.49
H -3.12 1.62 1.05
C 0.03 5.24 5.17
H -5.47 -3.34 -1.14
H -3.15 -0.37 3.04
O 2.01 0.01 -2.22
H -1.71 -3.61 0.66
H -1.20 5.01 3.45
C 1.34 2.96 4.32
```

## Properties
Highest occupied orbital energy (alpha / beta), Ha: -0.442 / -0.445
Lowest unoccupied orbital energy (alpha / beta), eV: -4.49 / -4.45
Frontier orbital gap (alpha / beta), eV: 7.5360 / 7.6469
Largest force on an atom, eV/Å: 0.69
Total charge: +2
<S²>: 0.7712
Multiplicity: 2

---

2.
Molecular formula: C3H6N2
Method: DFT, ωB97M-V/def2-TZVPD

XYZ file:
```
11
Properties=species:S:1:pos:R:3
H 0.80 -0.91 0.88
H 0.14 1.69 0.43
C -0.42 -0.54 -0.74
C -0.27 1.06 1.23
N 1.46 0.40 -2.30
C 0.64 0.01 -1.59
H -1.34 0.03 -0.87
H -0.58 -1.59 -1.02
H -0.81 -0.84 1.24
H 0.46 1.09 2.05
N -0.08 -0.41 0.69
```

## Properties
ΔE to the lowest compared entry with this formula, charge and spin, kcal per mole: 88.2
Highest occupied orbital energy, Ha: -0.265
Lowest unoccupied orbital energy, eV: 0.23
Frontier orbital gap, eV: 7.4453
Largest force on an atom, eV/Å: 1.21
Total charge: 0